[1]
{"formula": "C4H7FS", "method": "the ωB97M-V functional and the def2-TZVPD basis", "orbital_gap_ev": 10.1626, "energy_ev": -17812.4291, "multiplicity": 1, "relative_energy_kj_mol": 184.5, "species": ["F", "C", "C", "S", "C", "C", "H", "H", "H", "H", "H", "H", "H"], "positions_angstrom": [[1.22280, 0.38966, -1.22154], [0.63603, 0.51091, -0.03147], [0.02949, -0.81102, 0.51424], [-1.56841, -1.44251, -0.25819], [1.37137, 1.37666, 0.99962], [-0.02804, 1.69593, 0.28385], [0.83459, -1.55609, 0.72509], [-0.30912, -0.41608, 1.45917], [-1.02775, -2.50793, -0.94214], [2.26039, 2.04620, 0.70634], [1.34820, 1.03306, 2.06060], [-0.11930, 2.54356, -0.38658], [-0.95080, 1.79557, 0.90501]], "atomic_forces_ev_per_a": [[0.5, -0.1, -1.6], [0.8, -3.2, 1.1], [0.3, 0.8, 0.0], [1.7, -0.4, -0.1], [-0.5, 0.8, -0.5], [-1.5, 3.6, 2.0], [-0.9, 0.3, -0.5], [-0.2, -0.5, 0.7], [-0.3, 0.8, 0.4], [-1.6, -1.4, 0.3], [0.0, 0.4, -1.1], [0.8, -0.2, -0.3], [0.8, -0.9, -0.3]]}

[2]
{"formula": "C30H75N5O10", "method": "the ωB97M-V functional and the def2-TZVPD basis", "charge": 1, "orbital_gap_ev": [7.4027, 2.6171], "energy_ev": -60232.3820, "multiplicity": 2, "relative_energy_kj_mol": 19.5, "species": ["C", "O", "C", "C", "N", "C", "C", "O", "C", "H", "H", "H", "H", "H", "H", "H", "H", "H", "H", "H", "H", "H", "H", "H", "C", "O", "C", "C", "N", "C", "C", "O", "C", "H", "H", "H", "H", "H", "H", "H", "H", "H", "H", "H", "H", "H", "H", "H", "C", "O", "C", "C", "N", "C", "C", "O", "C", "H", "H", "H", "H", "H", "H", "H", "H", "H", "H", "H", "H", "H", "H", "H", "C", "O", "C", "C", "N", "C", "C", "O", "C", "H", "H", "H", "H", "H", "H", "H", "H", "H", "H", "H", "H", "H", "H", "H", "C", "O", "C", "C", "N", "C", "C", "O", "C", "H", "H", "H", "H", "H", "H", "H", "H", "H", "H", "H", "H", "H", "H", "H"], "positions_angstrom": [[5.34919, 1.48141, -4.19361], [4.14915, 2.24545, -4.15535], [3.99151, 3.09998, -3.08982], [3.44878, 2.42655, -1.77843], [2.98474, 3.34890, -0.78559], [3.91947, 3.96047, 0.14664], [3.26405, 4.17758, 1.49267], [2.88464, 2.94877, 2.15533], [2.15836, 2.88828, 3.43411], [5.51498, 0.96740, -3.24682], [6.14657, 2.22034, -4.27274], [5.51745, 0.84249, -5.06054], [3.23302, 3.83075, -3.37048], [4.83631, 3.74314, -2.84331], [4.08312, 1.64050, -1.36876], [2.58331, 1.86345, -2.12770], [2.00792, 3.57339, -0.91021], [4.38643, 4.89358, -0.16855], [4.73842, 3.24121, 0.13681], [2.46058, 4.91328, 1.45694], [4.00811, 4.62997, 2.14828], [2.82421, 3.04259, 4.28319], [1.68364, 1.90735, 3.45675], [1.35865, 3.61574, 3.57330], [4.13062, -0.91282, -0.04618], [2.86738, -1.20757, 0.46944], [1.94952, -0.11886, 0.61301], [0.54138, -0.41719, 1.30077], [-0.45333, -1.15248, 0.48620], [0.04410, -2.43305, 0.16043], [-0.98797, -3.28015, -0.53283], [-1.94976, -3.75187, 0.40669], [-3.01242, -4.57072, -0.12517], [4.77954, -1.76428, 0.15883], [4.70642, -0.09070, 0.37889], [4.23597, -0.79281, -1.12442], [1.65878, 0.39288, -0.30442], [2.45782, 0.67433, 1.16126], [0.06092, 0.54613, 1.47188], [0.69829, -0.96240, 2.23148], [-1.42198, -1.18029, 0.77089], [0.21426, -2.90599, 1.12763], [0.91810, -2.37572, -0.48838], [-0.41211, -4.12538, -0.90976], [-1.35563, -2.78838, -1.43343], [-2.98708, -5.56346, 0.32420], [-3.14041, -4.56408, -1.20761], [-3.80684, -4.13718, 0.48232], [-5.14936, 0.36918, -6.73203], [-4.31975, 0.82046, -5.68622], [-3.33555, 0.06962, -5.11056], [-2.53733, 0.94827, -4.12423], [-1.45096, 0.21340, -3.47665], [-0.51578, 1.03942, -2.65536], [-1.27998, 1.76160, -1.53038], [-2.00183, 2.89741, -1.92544], [-1.27907, 4.13289, -1.84401], [-4.75021, 0.50368, -7.73736], [-6.09001, 0.91820, -6.68918], [-5.48227, -0.66203, -6.61424], [-2.65060, -0.27379, -5.88580], [-3.65110, -0.90882, -4.74836], [-3.24918, 1.27067, -3.36435], [-2.15439, 1.87060, -4.56101], [-1.73745, -0.51788, -2.84163], [0.08590, 1.73519, -3.24016], [0.16013, 0.31006, -2.20894], [-0.60912, 1.87883, -0.67932], [-2.00537, 1.16351, -0.97883], [-1.89805, 5.02413, -1.94723], [-0.64677, 4.25792, -2.72302], [-0.67869, 4.13002, -0.93426], [9.49551, -0.29075, 5.00738], [8.28978, 0.01919, 5.60445], [7.94380, -0.73575, 6.72824], [6.41870, -1.22690, 6.86042], [5.93424, -2.53187, 6.28293], [5.89369, -2.34964, 4.86259], [5.13580, -3.43485, 4.22535], [3.65724, -3.41756, 4.38263], [3.02258, -2.37119, 3.71214], [9.74439, -1.35145, 4.97476], [10.26174, 0.19303, 5.61314], [9.69921, 0.25045, 4.08341], [8.04729, -0.10345, 7.61005], [8.59071, -1.58512, 6.94775], [5.78880, -0.35598, 6.67923], [6.29571, -1.39823, 7.92982], [5.06000, -2.91200, 6.61652], [6.89942, -2.44717, 4.45383], [5.42355, -1.41673, 4.55154], [5.49276, -4.38574, 4.62095], [5.30147, -3.55067, 3.15426], [1.96280, -2.58461, 3.57271], [3.47380, -2.27448, 2.72465], [3.02554, -1.48214, 4.34275], [-11.21063, -1.35807, 0.65349], [-10.97012, -0.19050, -0.09660], [-9.56876, -0.01528, -0.21322], [-9.24532, 0.65135, -1.55578], [-7.83346, 0.59655, -2.01612], [-7.56155, -0.59831, -2.69893], [-6.07796, -1.10336, -2.59480], [-5.68188, -1.12419, -1.20035], [-4.36023, -1.29803, -0.97013], [-12.24107, -1.39941, 1.00646], [-10.54271, -1.27104, 1.51046], [-11.08920, -2.23489, 0.01746], [-8.96176, -0.91227, -0.09049], [-9.26862, 0.60694, 0.62990], [-9.46569, 1.71294, -1.44372], [-9.95949, 0.36249, -2.32690], [-7.30304, 0.56695, -1.15712], [-7.76248, -0.37747, -3.74725], [-8.19755, -1.40978, -2.34520], [-5.48405, -0.39003, -3.16622], [-6.01927, -2.02563, -3.17279], [-3.88542, -1.96997, -1.68507], [-4.42595, -1.67498, 0.05050], [-3.78333, -0.37322, -0.97397]], "atomic_forces_ev_per_a": [[1.4, 1.2, 0.7], [-0.7, -0.6, 0.0], [-0.1, 1.3, -0.4], [-1.2, -1.2, 0.2], [1.4, -0.4, -1.4], [-0.7, -1.4, 0.4], [0.1, -0.3, 2.6], [-0.5, 0.0, -0.9], [0.4, 0.6, -0.7], [-0.1, -0.4, -0.1], [0.4, 0.0, 0.1], [-1.1, -0.1, 0.1], [-0.3, -0.2, -0.2], [0.7, -0.4, 0.0], [0.6, 0.5, 0.2], [-0.3, 0.1, -0.1], [-0.3, 0.6, 0.6], [-0.5, 0.3, -0.5], [0.1, 0.0, 0.6], [-0.4, -0.1, -0.3], [0.3, 0.4, -0.2], [0.3, -0.3, -0.2], [0.4, 0.0, 0.0], [0.0, 0.3, -0.6], [1.1, -0.5, -0.1], [-1.0, 0.4, -0.1], [-1.0, 0.3, 0.4], [-0.2, -0.5, -0.6], [1.3, 2.0, -1.2], [-1.1, -1.0, 0.2], [0.8, -1.3, 0.1], [0.5, 0.5, -1.2], [-0.1, 0.8, 2.2], [-0.2, -0.3, 0.1], [-0.6, 0.6, 0.6], [-0.8, 0.1, -0.5], [0.2, -0.4, -0.9], [0.0, 0.0, 0.6], [0.4, 0.2, 0.4], [0.2, 0.2, 0.4], [0.3, 0.3, 0.7], [0.9, -0.8, -0.1], [0.2, 0.0, 0.3], [-0.1, -0.5, -0.2], [-0.7, 0.3, 0.1], [0.7, -0.4, -0.6], [0.0, 0.1, 0.2], [-1.0, 0.0, -1.0], [-0.5, -0.4, 0.3], [-1.5, 1.6, 0.0], [2.1, -0.7, -1.2], [-1.0, -0.9, 1.1], [1.7, 0.7, -0.4], [-1.9, -0.9, 0.2], [0.3, -0.4, 0.5], [0.3, 1.5, 0.3], [0.1, -0.7, -0.9], [0.5, 0.0, 0.1], [0.2, 0.4, 0.1], [0.4, -0.4, 0.1], [0.6, 0.1, -0.4], [-0.6, 0.1, 1.0], [-0.3, 0.3, 0.1], [0.1, -0.3, -0.4], [-0.6, -0.1, -0.2], [-0.2, 0.1, -0.3], [0.1, 0.1, 0.2], [0.7, 1.1, 0.2], [-0.3, -0.8, -0.8], [-0.6, -0.4, 0.6], [0.6, -0.3, -0.1], [0.0, 0.3, 0.2], [2.0, 0.8, 0.8], [-1.7, -0.2, -0.8], [-1.6, -1.0, 1.0], [0.3, -0.9, 1.3], [1.8, 2.0, -0.4], [-0.3, -0.4, -0.5], [-2.0, -1.7, -1.0], [1.6, -0.8, 0.8], [0.0, -0.1, 0.1], [-0.3, -0.1, -0.4], [0.6, -0.3, 0.5], [-1.0, -0.4, -0.5], [0.0, 0.3, 0.1], [0.2, -0.2, -0.6], [-0.3, 0.0, -0.7], [0.3, 0.2, 0.3], [-0.1, 0.6, 0.5], [0.2, 0.5, -0.1], [0.3, 0.6, 0.0], [-0.4, -0.1, 0.3], [0.2, 0.5, -0.3], [0.0, -0.5, 0.0], [-0.1, 0.6, -0.1], [0.4, 0.6, -0.4], [-0.5, 0.3, 0.2], [0.2, -0.3, -0.5], [0.2, 0.6, -0.5], [0.0, 1.5, 0.0], [-0.8, 0.9, 1.9], [1.3, -1.8, -0.8], [-1.3, 1.8, 0.1], [-2.9, 0.1, -2.5], [1.1, -0.3, 1.0], [0.0, 0.4, 0.0], [0.0, -0.9, 0.3], [0.5, -0.3, 0.2], [-0.4, -0.6, -0.2], [0.3, 0.4, 0.0], [-0.1, 0.2, 0.1], [0.3, -0.6, -0.1], [0.4, 0.3, 0.2], [0.0, -0.7, -0.3], [-0.2, -0.4, -0.2], [0.4, 0.3, 0.2], [0.2, -0.6, 0.7], [0.1, -0.4, 0.2], [1.2, -0.4, 0.1], [0.1, 0.4, -0.1]]}

[3]
{"formula": "C5H7BrIN2", "method": "the ωB97M-V functional and the def2-TZVPD basis", "charge": 1, "orbital_gap_ev": [6.3349, 6.0701], "energy_ev": -86411.7065, "multiplicity": 3, "relative_energy_kj_mol": 0.0, "species": ["C", "C", "C", "C", "C", "N", "N", "Br", "I", "H", "H", "H", "H", "H", "H", "H"], "positions_angstrom": [[-0.47750, -1.61333, 1.24858], [0.88358, -1.13814, 1.18118], [-1.33454, -1.12897, 0.31470], [1.37045, -0.39218, 0.07431], [0.38933, 0.07603, -0.87000], [0.65300, 0.86454, -1.92121], [-0.86670, -0.40205, -0.71218], [-0.92603, 2.67641, 0.27133], [3.35062, 0.36822, -0.06279], [-0.71293, -2.13681, 2.05528], [1.63504, -1.36081, 1.92547], [-2.31968, -1.39518, 0.52615], [-0.06236, 1.49265, -2.14273], [1.64412, 1.05753, -1.98243], [-1.55561, -0.02784, -1.30862], [-1.67079, 3.05994, 1.40296]], "atomic_forces_ev_per_a": [[5.5, 3.7, -2.6], [-1.0, -2.0, 1.8], [0.4, -1.6, 2.1], [0.3, 2.1, -2.2], [1.6, -1.0, 0.6], [0.9, -1.9, 1.8], [-0.7, 1.2, -1.8], [0.2, 0.2, 0.0], [-1.6, -0.8, 0.3], [-1.5, -2.3, 3.2], [-0.4, -0.3, 0.2], [-1.9, 0.3, -1.0], [-0.8, 1.3, -1.2], [-0.1, 0.8, -0.5], [-0.7, 0.4, -0.9], [-0.2, 0.1, 0.2]]}

[4]
{"formula": "C3H6N2S", "method": "the ωB97M-V functional and the def2-TZVPD basis", "orbital_gap_ev": 8.0942, "energy_ev": -17019.0908, "multiplicity": 1, "relative_energy_kj_mol": 477.6, "species": ["C", "C", "N", "N", "C", "S", "H", "H", "H", "H", "H", "H"], "positions_angstrom": [[0.73856, 1.30056, 1.24637], [0.89514, 0.43936, 0.23075], [-0.14200, -0.30785, -0.34096], [0.16316, -1.52289, -0.90179], [-1.36017, -0.06518, -0.34209], [-2.83718, -0.35934, -1.14252], [1.58932, 1.48690, 2.01968], [-0.50763, 1.60236, 1.58931], [1.94726, 0.09782, -0.23104], [0.57321, -2.13177, -0.18933], [0.45318, -1.44587, -1.96369], [-1.51285, 0.90591, 0.02530]], "atomic_forces_ev_per_a": [[-2.3, 0.1, 2.1], [2.7, 0.0, 0.5], [3.6, -2.8, -1.2], [1.3, -0.8, -2.6], [-6.9, 3.9, -1.2], [1.6, -1.3, 0.5], [-1.6, 0.3, -2.0], [4.3, -1.0, -0.9], [-2.5, 0.8, 1.4], [0.3, 0.1, -1.3], [-0.3, -0.7, 3.3], [-0.1, 1.3, 1.3]]}

[5]
{"formula": "C19H51F3O10Y", "method": "the ωB97M-V functional and the def2-TZVPD basis", "charge": 1, "orbital_gap_ev": 2.3233, "energy_ev": -50177.4141, "multiplicity": 1, "relative_energy_kj_mol": 1744.2, "species": ["Y", "C", "O", "O", "C", "F", "F", "F", "C", "C", "H", "H", "H", "H", "H", "H", "C", "O", "H", "H", "H", "C", "C", "O", "H", "H", "H", "H", "H", "H", "C", "C", "O", "H", "H", "H", "H", "H", "H", "C", "C", "O", "H", "H", "H", "H", "H", "H", "C", "C", "O", "H", "H", "H", "H", "H", "H", "C", "C", "O", "H", "H", "H", "H", "H", "H", "C", "C", "O", "H", "H", "H", "H", "H", "H", "C", "C", "O", "H", "H", "H", "H", "H", "H"], "positions_angstrom": [[4.96336, 1.14248, -1.62495], [1.83955, 1.84010, -6.74369], [0.49038, 2.34292, -6.48722], [2.51579, 1.63521, -5.47481], [1.87253, 0.71876, -7.85545], [3.12182, 0.50049, -8.28669], [1.27940, -0.43169, -7.51997], [1.17423, 1.14800, -8.91239], [-0.54344, 1.43783, -6.07475], [-1.71822, 2.35831, -5.65311], [-2.18237, 2.89213, -6.48239], [-2.40830, 1.73945, -5.07959], [-1.30443, 3.12500, -4.99808], [-0.29596, 0.83178, -5.20322], [-0.87715, 0.67268, -6.77567], [2.35755, 2.64080, -7.27160], [0.03327, -0.62117, 0.31300], [1.44483, -0.51740, 0.11374], [-0.11204, -1.44864, 1.00748], [-0.51230, 0.22678, 0.72704], [-0.47460, -0.81726, -0.63131], [-1.43636, -6.44672, 1.69678], [-1.99749, -6.05006, 3.06409], [-2.64378, -7.27443, 3.53333], [-0.86678, -7.37235, 1.61375], [-0.86092, -5.64180, 1.23953], [-2.27560, -6.61009, 1.02072], [-2.73861, -5.25758, 2.96010], [-1.14176, -5.72670, 3.65677], [-2.04522, -7.68262, 4.16318], [-4.76351, 4.20710, 3.61741], [-6.28081, 3.79460, 3.65091], [-7.01077, 4.86662, 4.21456], [-4.68436, 5.09727, 2.99336], [-4.27095, 3.30861, 3.24567], [-4.31515, 4.38839, 4.59424], [-6.43246, 2.87225, 4.21160], [-6.64665, 3.61365, 2.64021], [-7.92461, 4.58209, 4.28904], [-5.70037, -1.92073, -0.73444], [-6.21447, -3.32719, -0.68801], [-6.95484, -3.59447, 0.49118], [-5.27281, -1.65070, 0.23115], [-6.54028, -1.25859, -0.94472], [-4.97754, -1.70863, -1.52224], [-5.33158, -3.96639, -0.68159], [-6.75640, -3.54746, -1.60773], [-6.90273, -4.54775, 0.59187], [2.53912, 4.05072, 4.47936], [3.67657, 5.10937, 4.53971], [3.84125, 5.82215, 3.32546], [2.47461, 3.30321, 5.27004], [2.62540, 3.36814, 3.63394], [1.50851, 4.38159, 4.35097], [4.59264, 4.56786, 4.77567], [3.45651, 5.85787, 5.30092], [4.55130, 6.46101, 3.42183], [4.11496, -5.17793, -3.28688], [4.33176, -3.71263, -3.63370], [5.18562, -3.08259, -2.63725], [3.66946, -5.22584, -2.29323], [5.08738, -5.66914, -3.25237], [3.44535, -5.74734, -3.93147], [3.41569, -3.12443, -3.68782], [4.92395, -3.63099, -4.54515], [5.87785, -3.72056, -2.44908], [0.23825, 5.68105, 0.00045], [1.36240, 5.28686, -0.97329], [2.33738, 4.43096, -0.39562], [-0.02642, 4.74051, 0.48361], [-0.64496, 6.01516, -0.54400], [0.69350, 6.41928, 0.66065], [1.74681, 6.24055, -1.33495], [0.96400, 4.74830, -1.83313], [2.62628, 4.91445, 0.38179], [3.49328, -3.01569, 5.48505], [4.22014, -3.02566, 4.22110], [3.38120, -3.61397, 3.24990], [4.08621, -2.50853, 6.24618], [3.24673, -3.98586, 5.91642], [2.64361, -2.34817, 5.34162], [5.20833, -3.46767, 4.34844], [4.43969, -1.97404, 4.03670], [2.98820, -2.93126, 2.70122]], "atomic_forces_ev_per_a": [[-0.7, -0.2, -0.1], [-0.6, -0.1, 3.4], [1.7, -1.5, -0.7], [-1.5, -0.1, -3.4], [-0.5, -0.1, -0.2], [-0.2, -0.1, 0.6], [0.6, -0.1, 0.6], [0.1, 0.6, 0.1], [-1.1, 0.9, 0.5], [1.0, -0.5, 0.0], [-0.1, -0.4, -0.1], [-0.3, 0.2, -0.2], [-0.1, -0.1, 0.2], [0.8, 0.2, 0.3], [0.3, 0.4, -0.8], [0.1, 0.5, 0.0], [1.9, 0.8, -1.5], [-2.2, 0.1, 0.6], [0.0, -0.6, 0.3], [0.6, 0.5, 0.6], [0.1, -0.7, -0.2], [-0.6, 0.7, -1.0], [0.6, -2.0, -1.1], [0.2, 1.3, 0.5], [0.2, 0.1, 0.7], [0.2, 0.1, 0.1], [-0.2, 0.0, 0.0], [0.0, -0.1, 0.2], [-0.4, 0.0, 0.6], [-0.1, -0.1, 0.1], [-1.6, -1.0, 0.0], [1.2, 0.7, 0.2], [-0.1, 0.0, 0.2], [0.4, -0.2, -0.1], [0.4, 0.3, -0.5], [-0.5, 0.2, 0.1], [0.1, -0.1, 0.2], [0.2, -0.1, -0.3], [-0.1, 0.1, 0.1], [-0.7, 0.9, 0.3], [1.2, -0.5, -0.4], [-0.1, 0.2, -0.3], [0.0, 0.1, 0.0], [0.0, 0.3, 0.2], [0.1, -0.5, 0.0], [0.1, -0.4, -0.1], [-0.4, -0.1, 0.0], [-0.3, 0.0, 0.3], [-0.3, -0.4, -1.0], [-0.8, -0.6, 0.5], [-0.4, -0.4, -0.9], [0.6, 0.6, 0.7], [0.6, 0.2, -0.5], [0.2, 0.8, 0.2], [0.1, 0.1, 0.2], [0.0, -0.3, 0.4], [0.0, 0.0, 0.2], [-0.2, 0.3, 0.6], [1.0, -0.2, 0.0], [-0.6, 0.2, 0.1], [0.1, -0.1, 0.1], [0.0, -0.2, 0.0], [0.2, 0.3, -0.3], [0.1, -0.1, 0.0], [-0.6, 0.0, -0.5], [0.2, 0.0, 0.1], [0.9, -1.3, -0.6], [-1.3, 0.4, -0.7], [0.2, 0.3, 0.1], [-0.2, 0.3, 0.6], [0.2, 0.4, 0.1], [-0.7, 0.0, 0.4], [0.7, -0.2, -0.2], [0.0, 0.0, 0.0], [0.4, -0.2, 0.4], [-0.4, 0.7, 2.1], [0.5, 0.7, -0.1], [0.5, -0.4, -0.8], [0.2, 0.0, 0.2], [-0.3, 0.0, -0.4], [-0.5, -0.5, 0.3], [-0.1, -0.7, -0.6], [0.0, 0.2, -0.7], [0.1, 0.0, 0.0]]}